Below is 7 unconnected molecules or ions with the total composition H12NO9, with properties calculated with ωB97M-V with the def2-TZVPD basis set.

The value obtained for the energy above the lowest of the compared OMol25 structures with the same formula, charge and spin is 187.5 kJ/mol. As for the charge: -1. The total energy is -739.04321 Eh. The lowest unoccupied orbital energy comes out at 0.119 hartree.

Bonds (Å) are listed after each position.
Positions of all 22 atoms, in Å:
1 N 0.3913 0.3994 0.2422  O2 1.256, O3 1.241, O4 1.250
2 O 0.6547 -0.4589 1.1210  N1 1.256
3 O -0.7832 0.4700 -0.1514  N1 1.241
4 O 1.3006 0.8259 -0.5024  N1 1.250
5 O -1.5887 -2.1293 1.8792  H6 0.850, H7 0.986
6 H -1.2555 -2.5335 2.5486  O5 0.850
7 H -0.8426 -1.5466 1.6031  O5 0.986
8 O -1.1302 3.1178 -0.2885  H9 0.971, H10 0.902
9 H -1.5010 3.0882 -1.1850  O8 0.971
10 H -1.1799 2.3006 0.0890  O8 0.902
11 O -0.1204 0.9880 3.4807  H12 0.960, H13 0.970
12 H -0.0871 0.2449 2.8739  O11 0.960
13 H -0.9791 1.3396 3.1989  O11 0.970
14 O 2.8130 0.9071 -2.8569  H15 1.064, H16 0.968
15 H 2.1894 0.9972 -1.9994  O14 1.064
16 H 2.8530 -0.0028 -3.1844  O14 0.968
17 O 1.9559 -2.5921 -0.3045  H18 0.979, H19 0.999
18 H 2.8888 -2.4703 -0.0333  O17 0.979
19 H 1.7074 -1.6310 -0.1938  O17 0.999
20 O -2.8126 -0.3144 -2.1041  H21 0.930, H22 1.085
21 H -2.5370 -0.9707 -2.7032  O20 0.930
22 H -1.9366 -0.0294 -1.5299  O20 1.085



Below is a gas-phase ion, C22H27N2O6 (charge +1), with properties calculated with ωB97M-V with the def2-TZVPD basis set.

As for the charge: +1. The total energy is -1415.20146 Eh. The lowest unoccupied orbital energy comes out at -0.090 hartree.

Bonds (Å) are listed after each position.
Positions of all 57 atoms, in Å:
1 C -6.1240 -1.1298 2.6500  O2 1.410, H31 1.088, H32 1.094, H33 1.095
2 O -5.7941 0.0481 1.9496  C1 1.410, C3 1.350
3 C -4.7257 0.0357 1.1246  O2 1.350, C4 1.384, C28 1.417
4 C -3.8743 -1.0410 0.9467  C3 1.384, C5 1.391, H34 1.077
5 C -2.7929 -0.9364 0.0784  C4 1.391, C6 1.478, C24 1.390
6 C -1.9518 -2.1366 -0.1148  C5 1.478, O7 1.210, N8 1.386
7 O -2.3964 -3.2356 -0.3560  C6 1.210
8 N -0.5795 -1.9666 -0.0180  C6 1.386, C9 1.442, C23 1.436
9 C 0.2796 -3.1055 -0.2301  N8 1.442, C10 1.526, H35 1.094, H36 1.099
10 C 1.3790 -2.7324 -1.2207  C9 1.526, N11 1.485, H37 1.091, H38 1.091
11 N 2.1382 -1.5689 -0.6968  C10 1.485, C12 1.494, C22 1.484, H39 1.029
12 C 3.3074 -1.1972 -1.5501  N11 1.494, C13 1.504, H40 1.091, H41 1.093
13 C 4.1984 -0.2252 -0.8274  C12 1.504, C14 1.386, C18 1.405
14 C 4.2660 1.1038 -1.2134  C13 1.386, C15 1.394, H42 1.079
15 C 5.0843 2.0189 -0.5532  C14 1.394, C16 1.374, H43 1.076
16 C 5.8195 1.5518 0.5096  C15 1.374, C17 1.404, O21 1.351
17 C 5.7508 0.2079 0.9115  C16 1.404, C18 1.371, O19 1.354
18 C 4.9498 -0.6957 0.2621  C13 1.405, C17 1.371, H44 1.078
19 O 6.5646 0.0134 1.9763  C17 1.354, C20 1.418
20 C 7.1842 1.2623 2.2331  O19 1.418, O21 1.416, H45 1.099, H46 1.100
21 O 6.6799 2.2134 1.3139  C16 1.351, C20 1.416
22 C 1.2239 -0.4214 -0.4750  N11 1.484, C23 1.531, H47 1.092, H48 1.092
23 C 0.1189 -0.8253 0.5049  N8 1.436, C22 1.531, H49 1.090, H50 1.101
24 C -2.5884 0.2355 -0.6399  C5 1.390, C25 1.392, H51 1.078
25 C -3.4449 1.3228 -0.4906  C24 1.392, O26 1.371, C28 1.404
26 O -3.2711 2.4979 -1.1756  C25 1.371, C27 1.405
27 C -2.3437 2.5468 -2.2293  O26 1.405, H52 1.094, H53 1.089, H54 1.097
28 C -4.5219 1.2404 0.4069  C3 1.417, C25 1.404, O29 1.349
29 O -5.4260 2.1983 0.6992  C28 1.349, C30 1.412
30 C -5.5870 3.3488 -0.1033  O29 1.412, H55 1.089, H56 1.091, H57 1.092
31 H -7.0278 -0.8917 3.2074  C1 1.088
32 H -6.3267 -1.9599 1.9670  C1 1.094
33 H -5.3328 -1.4164 3.3498  C1 1.095
34 H -4.0314 -1.9722 1.4640  C4 1.077
35 H -0.3421 -3.9132 -0.6260  C9 1.094
36 H 0.7225 -3.4417 0.7177  C9 1.099
37 H 2.0597 -3.5717 -1.3702  C10 1.091
38 H 0.9423 -2.4519 -2.1809  C10 1.091
39 H 2.5158 -1.8320 0.2232  N11 1.029
40 H 2.9324 -0.7698 -2.4810  C12 1.091
41 H 3.8563 -2.1135 -1.7803  C12 1.093
42 H 3.6887 1.4442 -2.0590  C14 1.079
43 H 5.1450 3.0473 -0.8635  C15 1.076
44 H 4.9360 -1.7305 0.5657  C18 1.078
45 H 6.9575 1.5827 3.2600  C20 1.099
46 H 8.2729 1.1673 2.1085  C20 1.100
47 H 1.8028 0.4199 -0.0896  C22 1.092
48 H 0.7898 -0.1494 -1.4391  C22 1.092
49 H -0.5780 0.0006 0.6503  C23 1.090
50 H 0.5686 -1.0703 1.4795  C23 1.101
51 H -1.7891 0.2824 -1.3621  C24 1.078
52 H -2.5318 1.7657 -2.9725  C27 1.094
53 H -2.4839 3.5223 -2.6921  C27 1.089
54 H -1.3120 2.4715 -1.8651  C27 1.097
55 H -6.4634 3.8513 0.3040  C30 1.089
56 H -4.7230 4.0127 -0.0406  C30 1.091
57 H -5.7709 3.0883 -1.1475  C30 1.092